Record 1
Density functional theory data (ωB97M-V/def2-TZVPD) for an isolated molecule of C4H8N2O.

ORCA input file:
```
! RIJCOSX wB97M-V def2-TZVPD def2/J DEFGRID3
* xyz 0 1
O -2.12566 -1.06225 1.40831
C -1.25381 -0.68146 0.65390
N -1.36414 0.34031 -0.22622
C -0.25785 0.94929 -0.96539
C 1.03078 0.84481 -0.15260
C 1.43972 -0.59634 0.00705
N 0.01807 -1.33409 0.61878
H -2.26165 0.80019 -0.19805
H -0.12263 0.44979 -1.93279
H -0.53096 1.99222 -1.15244
H 0.87763 1.40140 0.79038
H 1.83642 1.34467 -0.70427
H 2.11046 -0.73625 0.86129
H 0.42062 -1.69434 -0.31514
H 0.13239 -1.97361 1.39822
*
```

Computed properties:
F_max in Eh/bohr: 0.0079



Record 2
Density functional theory data (ωB97M-V/def2-TZVPD) for a structure of composition C33H68BFN2O37S8Si in a non-equilibrium geometry.

ORCA input file:
```
! RIJCOSX wB97M-V def2-TZVPD def2/J DEFGRID3
* xyz 0 1
C 0.59805 -1.27289 7.27233
C 0.05761 0.00015 6.36038
O -0.65629 0.86695 7.29687
C -0.84678 -0.65476 5.19460
C -1.27018 0.32562 3.96786
Si -3.14009 0.53726 4.24874
C -3.53382 1.31714 6.00338
C -4.11304 1.63451 3.01928
C -4.15724 -1.13845 4.28962
N -0.64385 1.64238 4.33285
C 0.35831 2.19242 3.38384
O 1.37685 2.89836 3.72565
C -0.16995 1.60987 1.96697
C -1.22194 2.68363 1.41590
C -1.56194 3.98050 2.32110
C -0.50341 5.20210 2.27911
N 0.22206 5.41294 0.98560
C 1.09061 1.80099 0.97915
C 0.92113 1.25815 -0.53348
F 2.37922 1.30419 1.45604
C -0.61610 0.09437 2.46529
C 0.51584 -1.04818 2.26374
C 1.75338 -1.23017 3.21253
O 2.30531 -0.14636 3.97507
B -1.71783 -0.58715 1.40275
O -2.50347 -1.78077 1.66725
O -1.91929 -0.05719 0.02676
H 0.74080 -0.97778 8.38323
H 1.60229 -1.61818 6.77733
H -0.14951 -2.16976 7.14089
H 1.00329 0.55910 6.02933
H 0.01025 1.54703 7.56938
H -0.43112 -1.68163 4.79833
H -1.83216 -0.97478 5.75830
H -3.22237 0.61680 6.86690
H -4.67907 1.55730 5.98518
H -3.00557 2.35653 6.13195
H -3.92831 2.77874 3.12252
H -5.25100 1.49009 3.28457
H -4.03183 1.26398 1.90583
H -4.97328 -1.07308 5.10690
H -3.39530 -1.96663 4.59120
H -4.62949 -1.30480 3.24050
H -1.18869 2.31772 4.89209
H -0.84023 3.13123 0.39477
H -2.27217 2.26079 1.09760
H -2.54329 4.42682 1.84082
H -1.90671 3.73402 3.41748
H -1.13259 6.18643 2.46003
H 0.21898 5.15327 3.20510
H 1.24956 5.35112 1.20201
H 0.11458 6.40676 0.66119
H 1.24906 2.96344 0.88052
H 1.91340 1.37532 -1.15179
H 0.55731 0.17246 -0.64636
H 0.14096 1.92242 -1.10981
H -0.03668 -2.08905 2.24406
H 0.90540 -0.93641 1.15886
H 2.63979 -1.67519 2.57387
H 1.51563 -2.09539 3.97848
H 3.23515 -0.38457 4.27012
H -2.21060 -2.13511 2.55623
H -2.84591 0.30605 0.07020
C 1.29799 9.22897 4.72018
C 0.61511 8.72667 5.98570
O -0.76928 9.01852 5.80184
S -1.12718 8.91249 4.21868
O -1.68889 7.61263 3.97084
O -1.77054 10.13069 3.81598
O 0.39839 8.92056 3.65591
H 1.43255 10.31444 4.74868
H 2.26406 8.74815 4.55411
H 0.99542 9.21356 6.88514
H 0.72109 7.64199 6.08708
C -1.52812 0.65909 -3.52590
C -1.80654 -0.38244 -4.60120
O -1.14412 0.10255 -5.76842
S 0.18802 0.92044 -5.32043
O 1.31766 0.03480 -5.42900
O 0.15143 2.21853 -5.93371
O -0.18149 1.08024 -3.74568
H -2.18039 1.53001 -3.64145
H -1.64108 0.25260 -2.51840
H -2.87356 -0.51167 -4.78911
H -1.36415 -1.34865 -4.33880
C -5.54491 -6.28738 4.14701
C -4.71831 -5.92466 2.92062
O -3.84170 -4.88516 3.35735
S -3.47605 -5.12506 4.92301
O -2.20564 -5.79561 4.99081
O -3.76026 -3.91656 5.64533
O -4.64089 -6.21081 5.24970
H -6.34606 -5.56056 4.31230
H -5.97345 -7.28894 4.07413
H -5.33626 -5.58350 2.08825
H -4.10412 -6.76990 2.59526
C 1.26015 -3.38159 -4.17187
C 2.30319 -4.19652 -4.92455
O 1.71310 -5.48408 -5.09911
S 0.10271 -5.31282 -5.25017
O -0.22049 -5.31988 -6.65139
O -0.53665 -6.17429 -4.29675
O 0.00142 -3.78097 -4.71456
H 1.26353 -3.62532 -3.10514
H 1.40606 -2.30678 -4.29912
H 3.24436 -4.27451 -4.37807
H 2.49290 -3.77450 -5.91642
C 1.10448 4.66096 -7.76365
C 1.71879 5.02960 -6.41768
O 2.41393 6.25716 -6.64668
S 1.61938 7.10414 -7.78956
O 0.77639 8.06628 -7.13258
O 2.55276 7.45942 -8.82152
O 0.67702 5.89525 -8.33763
H 1.85100 4.21620 -8.42888
H 0.25993 3.97766 -7.65835
H 2.40299 4.26348 -6.04864
H 0.94288 5.21558 -5.66836
C 1.80416 -7.31390 -7.94523
C 1.50080 -8.24590 -9.11094
O 2.76402 -8.79108 -9.48927
S 3.70252 -8.91995 -8.16672
O 3.61631 -10.27084 -7.68384
O 4.95200 -8.26374 -8.43142
O 2.81714 -7.97317 -7.18528
H 2.20924 -6.36058 -8.29792
H 0.92419 -7.12705 -7.32672
H 1.03860 -7.72495 -9.95097
H 0.85625 -9.07299 -8.79717
C 7.21767 6.48086 -6.72368
C 7.09316 6.90418 -5.26530
O 6.04046 7.86562 -5.24569
S 4.95425 7.48644 -6.40161
O 3.87504 6.75556 -5.78924
O 4.74413 8.64433 -7.22250
O 5.88055 6.42994 -7.22112
H 7.76882 7.22643 -7.30470
H 7.70106 5.50770 -6.83101
H 8.01698 7.33642 -4.87709
H 6.79284 6.06149 -4.63436
C -0.06032 -9.21752 3.28485
C -0.74519 -9.72429 4.54730
O -2.12947 -9.43419 4.36063
S -2.48300 -9.53699 2.77712
O -3.04311 -10.83560 2.52457
O -3.12773 -8.31667 2.37640
O -0.95721 -9.52465 2.21744
H 0.07219 -8.13191 3.31671
H 0.90696 -9.69614 3.11963
H -0.36786 -9.23906 5.44885
H -0.63774 -10.80902 4.64623
*
```

Computed properties:
F_max in Eh/bohr: 0.1775



no.,Kohn-Sham gap (eV)
1,8.5
2,8.8